No. 1
Formula: C2H12N2O2
Source: the Open Molecules 2025 dataset
Level of theory: ωB97M-V with the def2-TZVPD basis set

Energy above the lowest of the compared OMol25 structures with the same formula, charge and spin   125.4 kJ/mol
Strongest force on any atom   1.9 eV/A
Structure (SMILES)   CNCN.O.O
Energy   -9342.9034 eV
E_HOMO   -8.852 eV

Geometry as ORCA input:
```
! wB97M-V def2-TZVPD RIJCOSX def2/J DEFGRID3
* xyz 0 1
C 1.533 0.872 -0.239
N 1.173 -0.506 0.070
C -0.153 -1.013 0.374
N -0.257 -1.565 1.702
H 1.002 1.473 0.506
H 2.585 1.060 -0.048
H 1.178 1.289 -1.190
H 1.550 -1.172 -0.572
H -0.383 -1.862 -0.278
H -0.977 -0.298 0.198
H 0.275 -1.106 2.419
H -1.156 -1.928 1.963
O -4.682 3.346 -2.985
H -5.613 3.559 -3.133
H -4.269 3.875 -3.681
O 2.991 -2.318 1.477
H 2.879 -1.967 2.368
H 2.324 -1.739 1.051
*
```

=====

No. 2
Formula: C9H9N
Source: the Open Molecules 2025 dataset
Level of theory: ωB97M-V with the def2-TZVPD basis set

Energy above the lowest of the compared OMol25 structures with the same formula, charge and spin   18.6 kJ/mol
Strongest force on any atom   1.1 eV/A
Structure (SMILES)   c1ccc2c(c1)C[C@@H]1N[C@H]21
Energy   -10968.2476 eV
E_HOMO   -8.798 eV

Geometry as ORCA input:
```
! wB97M-V def2-TZVPD RIJCOSX def2/J DEFGRID3
* xyz 0 1
C -1.253 1.980 0.941
C -0.031 1.989 1.598
C 0.958 1.066 1.246
C 0.675 0.111 0.287
C -0.559 0.102 -0.380
C -1.542 1.032 -0.055
C -0.614 -0.970 -1.469
C 0.695 -1.735 -1.254
N 0.919 -2.355 0.056
C 1.504 -1.056 -0.212
H -2.016 2.735 1.168
H 0.175 2.699 2.420
H 1.912 1.070 1.754
H -2.511 1.091 -0.568
H -1.513 -1.615 -1.423
H -0.615 -0.522 -2.469
H 1.116 -2.321 -2.080
H 0.124 -2.308 0.671
H 2.576 -0.995 -0.230
*
```

=====

No. 3
Formula: C14H17Br6F9NNaO9
Source: the Open Molecules 2025 dataset
Level of theory: ωB97M-V with the def2-TZVPD basis set

Strongest force on any atom   4.6 eV/A
Energy   -483834.6558 eV
E_HOMO   -7.502 eV

Geometry as ORCA input:
```
! wB97M-V def2-TZVPD RIJCOSX def2/J DEFGRID3
* xyz 0 1
Na 2.387 0.887 -3.679
N -0.856 0.799 -0.963
O -0.501 -0.129 -1.669
O -1.724 0.659 -0.110
O -0.374 1.934 -1.056
C 3.146 4.313 2.436
Br 2.928 6.316 2.812
Br 4.269 3.471 3.843
Br 3.884 4.084 0.605
H 2.181 3.808 2.411
C 1.115 -1.655 3.704
Br 2.774 -1.215 2.668
Br 0.944 -0.486 5.217
Br 1.245 -3.569 4.276
H 0.266 -1.529 3.032
C -6.193 -0.647 5.087
C -4.873 -1.123 4.528
O -4.678 -2.521 4.798
C -4.391 -3.023 6.004
O -4.096 -2.316 6.960
C -4.273 -4.521 6.044
F -2.997 -4.858 5.857
F -4.625 -5.047 7.244
F -4.965 -5.074 5.040
H -6.285 0.438 5.031
H -6.386 -1.050 6.081
H -7.049 -1.016 4.522
H -4.032 -0.566 4.939
H -4.801 -0.959 3.453
C 1.647 -5.807 -0.628
C 2.161 -4.560 -1.360
O 3.568 -4.874 -1.726
C 4.385 -4.009 -2.209
O 4.098 -2.854 -2.594
C 5.806 -4.570 -2.373
F 6.653 -3.745 -1.720
F 5.883 -5.846 -2.024
F 6.042 -4.411 -3.707
H 0.571 -5.772 -0.455
H 2.185 -5.851 0.319
H 1.741 -6.725 -1.208
H 2.204 -3.770 -0.611
H 1.543 -4.257 -2.206
C -2.442 5.845 -5.481
C -1.109 5.137 -5.299
O -0.012 6.058 -5.424
C 1.245 5.562 -5.468
O 1.525 4.353 -5.308
C 2.381 6.624 -5.642
F 3.190 6.323 -6.674
F 1.829 7.848 -5.763
F 3.181 6.520 -4.534
H -3.253 5.150 -5.697
H -2.323 6.628 -6.230
H -2.735 6.457 -4.628
H -0.912 4.479 -6.146
H -1.094 4.663 -4.318
*
```